Below is a single CH3IS molecule in a non-equilibrium geometry, with properties calculated with the ωB97M-V functional and the def2-TZVPD basis.

Computed properties:
energy relative to the best compared isomer or geometry (same formula, charge and spin): 0.00 kcal per mole
LUMO level: 0.23 eV
net charge: 0
HOMO-LUMO gap: 9.52 eV
SMILES: SCI

XYZ file:
```
6
CH3IS the ωB97M-V functional and the def2-TZVPD basis
C -0.308 -0.431 0.536
S 0.419 -0.850 -1.070
I 0.942 -0.691 2.282
H -0.382 0.622 0.335
H -1.282 -0.979 0.768
H -0.376 -1.895 -1.182
```

Charges obtained by Löwdin population analysis, quoted in units of e: number 1, C, carries -1.07; number 2, S, carries 0.60; number 3, I, carries 0.64; number 4, H, carries -0.04; number 5, H, carries 0.03; number 6, H, carries -0.16

***

Below is a molecular structure, CH3Li2O in a non-equilibrium geometry, with properties calculated with the ωB97M-V functional and the def2-TZVPD basis.

Computed properties:
multiplicity: 2
energy relative to the best compared isomer or geometry (same formula, charge and spin): 0.00 kcal per mole
LUMO level (spin up / spin down): -0.58 / -0.38 eV
net charge: 0
HOMO-LUMO gap (spin up / spin down): 4.85 / 5.81 eV

XYZ file:
```
7
CH3Li2O the ωB97M-V functional and the def2-TZVPD basis
O 0.818 0.284 -0.189
C 0.314 -0.362 0.736
Li 0.680 0.995 -2.092
H -0.391 -1.171 0.543
H 0.609 -0.192 1.772
Li -1.674 0.751 1.178
H -0.356 -0.305 -1.948
```

Charges obtained by Löwdin population analysis, quoted in units of e: number 1, O, carries -0.42; number 2, C, carries -0.44; number 3, Li, carries 0.44; number 4, H, carries 0.00; number 5, H, carries 0.01; number 6, Li, carries 0.57; number 7, H, carries -0.17